No. 1
Entry from the Open Molecules 2025 dataset: 2 unconnected molecules or ions with the total composition C2H8N2O2 (ωB97M-V/def2-TZVPD).

## Properties
HOMO (spin up / spin down) (eV): -11.739 / -11.739
LUMO energy (spin up / spin down) (eV): -4.2577 / -10.0366
Total charge: +1
2S+1: 2
Gap between HOMO and LUMO (spin up / spin down) (Ha): 0.27493 / 0.06256
⟨S²⟩: 0.7579

Last column: Mulliken spin population.
CARTESIAN COORDINATES (ANGSTROEM)
O  2.1014  -3.6298  1.0591  0.23
O  -1.2960  6.2423  -0.3226  0.00
N  -1.9533  4.3486  0.7447  0.00
N  0.8964  -4.0290  -0.9593  0.87
C  -2.1639  5.4294  -0.1083  0.00
C  2.1526  -3.7109  -0.4075  -0.03
H  -3.1685  5.6476  -0.4353  0.00
H  0.5548  -4.9976  -0.9739  -0.02
H  -2.6237  4.1413  1.4703  0.00
H  2.9185  -4.4055  -0.7620  0.00
H  2.4057  -2.6853  -0.6583  0.00
H  0.0788  -3.4136  -1.0164  -0.02
H  -1.0490  4.6531  1.1134  0.00
H  1.1461  -3.5906  1.2560  -0.02



No. 2
Entry from the Open Molecules 2025 dataset: a single C6H9O3P molecule (ωB97M-V/def2-TZVPD).

## Properties
HOMO (eV): -7.876
LUMO energy (eV): 0.3636
Total charge: 0
Gap between HOMO and LUMO (Ha): 0.30279

Last column: Mulliken charge in e.
CARTESIAN COORDINATES (ANGSTROEM)
P  -0.1875  1.2460  0.5825  0.04
O  -2.3171  -0.5579  0.2334  -0.35
O  -0.9434  -2.3207  0.3324  -0.60
O  -1.7017  1.5417  0.8248  -0.37
C  -1.0873  -1.1379  0.2041  0.37
C  -2.2130  0.6803  -0.1993  0.36
C  0.0038  -0.3019  -0.2217  0.52
C  1.4241  -0.7442  -0.3470  -0.81
C  -2.2070  0.9000  -1.4968  -0.41
C  2.2571  -0.8470  0.9350  -1.11
H  3.1944  -1.2651  0.6319  0.37
H  0.0715  2.4598  -0.1426  0.04
H  -1.9930  1.9070  -1.9465  0.26
H  1.3419  -1.7311  -0.9486  0.29
H  0.4286  1.5717  1.8030  0.09
H  1.8082  -1.5640  1.6051  0.31
H  1.9872  -0.0903  -0.9799  0.39
H  2.5784  0.2212  1.2601  0.33
H  -2.4451  0.0324  -2.1298  0.28



ΔE to the lowest compared entry with this formula, charge and spin across the listed records, respectively: 52.3 100.7 kcal/mol.
Strongest force on any atom across the listed records, respectively: 2.344 3.476 eV/A.
DFT total energy across the listed records, respectively: -9268.3426 -21795.4569 eV.